Model one:
{
  "formula": "C2H6N2O2S",
  "method": "wB97M-V/def2-TZVPD",
  "e_homo_ev": -10.438,
  "e_lumo_ev": -0.35,
  "species": ["O", "S", "N", "H", "O", "N", "H", "H", "H", "C", "H", "C", "H"],
  "xyz": [[3.4195, -2.6916, 2.0000], [2.4015, -1.7266, 2.1918], [2.0668, -0.7831, 0.7864], [0.2930, -0.8223, -1.4276], [2.3255, -0.8437, 3.3239], [0.8797, -0.8298, 0.5005], [1.2141, 0.8789, -0.9183], [-1.1341, 0.0178, 0.5182], [1.2608, -2.5751, 2.1615], [-0.7350, 0.7669, -0.0643], [-1.3387, 1.1020, -1.0312], [0.5234, 0.0227, -0.5667], [-0.4114, 1.6841, 0.5975]]
}


Model two:
{
  "formula": "C2H6N2O2S",
  "method": "wB97M-V/def2-TZVPD",
  "e_homo_ev": [-8.824, -8.773],
  "e_lumo_ev": [-1.74, -1.72],
  "species": ["H", "C", "H", "N", "H", "H", "O", "C", "H", "N", "S", "O", "H"],
  "xyz": [[1.3545, 1.0765, 0.5345], [-1.6451, 0.4461, -0.1123], [-2.2368, -0.4632, 0.2866], [0.0313, -1.1202, 0.6663], [0.4034, -1.7753, 0.0338], [-0.9144, -1.4936, 0.7970], [-2.0339, 1.5123, -0.5055], [0.7627, 1.0014, -0.3176], [0.3465, 1.8888, -0.7176], [-0.2990, 0.1065, 0.0086], [-0.6857, -1.0951, -2.3727], [-0.0890, -2.2659, -1.5989], [1.1952, 0.6801, -1.2179]]
}


Quick look at relative energies in eV: model one 0.098; model two 0.000.


Model one:
{
  "formula": "C5H11NO2",
  "method": "wB97M-V/def2-TZVPD",
  "e_homo_ev": -9.218,
  "e_lumo_ev": 0.86,
  "species": ["H", "H", "C", "C", "O", "H", "C", "N", "H", "H", "H", "H", "O", "C", "H", "H", "C", "H", "H"],
  "xyz": [[-2.8600, 0.5176, -0.9501], [-1.3918, 1.0853, -1.7633], [-1.8417, 0.2530, -1.2235], [0.7017, -1.7045, 0.5648], [0.9908, 1.1941, -1.4895], [1.3969, 1.9682, 0.1224], [-1.0477, -0.0730, 0.0021], [0.2600, -0.5815, -0.2392], [-2.4989, 0.4422, 1.4108], [2.1306, -0.4373, -1.0298], [-1.8685, -0.6045, -1.8973], [1.5011, -2.2284, 0.0422], [1.9274, 1.7272, 0.9847], [-1.4833, 0.1298, 1.2392], [-0.1376, -2.3774, 0.7355], [1.0865, -1.3671, 1.5302], [1.1605, 0.0826, -0.9822], [-0.8592, -0.0434, 2.0988], [2.8330, 2.0170, 0.8442]]
}


Model two:
{
  "formula": "C5H11NO2",
  "method": "wB97M-V/def2-TZVPD",
  "e_homo_ev": -7.820,
  "e_lumo_ev": -4.83,
  "species": ["C", "O", "C", "H", "H", "H", "C", "O", "C", "H", "H", "H", "H", "H", "H", "N", "C", "H", "H"],
  "xyz": [[-0.3339, 2.2041, -1.6655], [0.2915, -2.3823, 0.9993], [-0.3308, 0.2000, -0.2132], [-1.5814, 0.5030, 1.5261], [-2.4838, 0.4676, 0.0059], [-0.4285, -0.3473, -1.1630], [0.0041, 1.6375, -0.4288], [0.6325, -2.3705, -1.2550], [-1.6350, 0.0247, 0.5475], [-0.9442, 1.5273, -2.2583], [0.4942, -0.2788, 0.3070], [2.7003, -1.4965, 2.2523], [1.1661, -3.8294, -0.0222], [-1.9117, -1.0232, 0.6248], [-0.1088, 3.1722, -2.0955], [0.3843, 2.3484, 0.6088], [0.6211, -2.8482, -0.1055], [2.8089, -0.7983, 2.0362], [0.6549, 3.2897, 0.2991]]
}


Quick look at relative energies in eV: model one 0.000; model two 6.292.


Model one:
{
  "formula": "C5H11NO2",
  "method": "wB97M-V/def2-TZVPD",
  "e_homo_ev": -8.732,
  "e_lumo_ev": -4.58,
  "species": ["O", "H", "H", "C", "H", "C", "H", "H", "C", "H", "N", "O", "H", "H", "C", "H", "C", "H", "H"],
  "xyz": [[-3.2103, -1.0152, 0.6604], [4.5106, -0.2525, 1.1784], [-4.8476, 0.0290, 0.5774], [-0.5307, 0.1622, 0.9792], [3.0631, -0.0659, 0.0799], [4.1134, 0.2260, 0.2771], [-1.3098, -1.6173, -0.9221], [-0.8517, 1.3420, -0.8045], [-0.4089, 0.3555, -0.4778], [0.2293, -1.1019, -1.8695], [0.8168, 0.5347, 0.1606], [-3.2220, 1.2742, 0.3767], [-0.8349, 0.9792, 1.5981], [4.7478, -0.0688, -0.5546], [-0.7095, -0.8243, -1.3820], [-0.6885, -0.9013, 1.2591], [-3.7136, 0.1340, 0.5230], [4.1400, 1.2811, 0.5673], [-1.2935, -0.4706, -2.2267]]
}


Model two:
{
  "formula": "C5H11NO2",
  "method": "wB97M-V/def2-TZVPD",
  "e_homo_ev": -9.407,
  "e_lumo_ev": 0.83,
  "species": ["H", "H", "H", "C", "H", "H", "C", "N", "O", "C", "H", "H", "H", "H", "H", "C", "C", "O", "H"],
  "xyz": [[0.4808, -0.2099, 2.9404], [-1.6924, -1.7766, 1.0474], [0.5423, 1.8615, -0.8224], [-0.1745, -0.1019, -0.3145], [0.1483, -1.1354, -0.4397], [1.7832, 0.8234, -0.1746], [-1.7266, -0.7860, 1.5172], [0.6820, -0.1401, 1.9528], [2.3912, 0.0702, -2.5797], [-0.5273, 0.0923, 1.1465], [-1.0680, 0.0406, -0.9055], [-1.7429, -0.9890, 2.5792], [-2.6468, -0.3033, 1.2176], [1.1632, -0.9843, 1.6590], [0.6146, 0.3861, -3.9858], [0.9298, 0.8356, -0.8303], [1.3249, 0.4923, -2.2317], [0.3063, 0.6919, -3.1062], [-0.7879, 1.1325, 1.3304]]
}


Quick look at relative energies in eV: model one 7.942; model two 0.000.